# 1
# C27H50As2Cl2O5RuSi3

A molecular structure, C27H50As2Cl2O5RuSi3 (ωB97M-V/def2-TZVPD, OMol25).

```
90
Properties=species:S:1:pos:R:3:forces:R:3:lowdin_charge:R:1
Ru -1.0042 0.1311 0.4574 0.0 -0.1 -0.2 0.82
O 2.3441 2.1692 0.1872 0.0 0.0 0.1 0.12
C 1.8042 1.2583 0.7356 0.0 0.0 0.0 -0.51
O 0.5656 1.3905 1.3033 -0.1 0.0 0.1 -0.51
C 2.3772 -0.1338 0.8588 0.0 0.0 0.0 -0.07
C 1.7196 -0.9851 1.9500 0.0 0.0 0.0 -0.24
C 2.5324 -2.2529 2.2066 0.0 0.0 0.0 -0.06
C 2.1817 -3.1170 0.9683 0.0 0.0 0.0 -0.07
C 1.2832 -2.1711 0.1827 0.0 0.0 0.0 -0.22
O 0.5508 -1.4915 1.2406 0.0 0.0 0.1 -0.21
C 2.1147 -1.0129 -0.4110 0.0 0.0 0.0 -0.06
C 1.4152 -0.4322 -1.6224 0.0 0.0 -0.1 -0.47
O 1.8023 -0.6824 -2.7254 0.0 0.0 0.0 0.15
O 0.2748 0.3109 -1.4515 0.1 0.0 0.0 -0.24
H 3.4474 -0.0095 1.0129 0.0 0.0 0.0 0.18
H 1.4014 -0.4339 2.8303 0.0 0.0 0.0 0.15
H 2.2177 -2.7330 3.1305 0.0 0.0 0.0 0.13
H 3.5956 -2.0346 2.2900 0.0 0.0 0.0 0.13
H 1.6292 -4.0106 1.2510 0.0 0.0 0.0 0.13
H 3.0512 -3.4260 0.3925 0.0 0.0 0.0 0.13
H 0.5793 -2.6353 -0.5047 0.0 0.0 0.0 0.17
H 3.0534 -1.3862 -0.8118 0.0 0.0 0.0 0.17
C 1.9472 5.2805 1.0596 0.0 0.0 0.0 -0.18
Si 0.6779 4.7235 -0.1764 0.0 0.0 0.0 0.39
C 1.4537 4.3784 -1.8164 0.0 -0.1 0.0 -0.19
C -0.8366 5.8187 -0.3568 0.0 0.0 0.0 -0.21
As -0.6100 2.8638 0.7688 0.0 0.1 0.1 1.09
Si -1.0503 3.7528 3.0058 0.0 0.0 0.0 0.37
C -1.1792 5.6074 3.0113 0.0 0.0 -0.1 -0.19
C 0.3847 3.1302 4.0214 0.0 0.0 0.0 -0.19
C -2.7241 3.1055 3.5142 0.0 0.0 -0.1 -0.22
Si -0.4292 0.8045 -3.0762 -0.1 0.0 -0.1 0.51
C -1.1312 -0.7230 -3.8480 0.0 0.0 0.0 -0.15
C 0.8830 1.6171 -4.0955 0.0 0.0 0.0 -0.14
C -1.7562 2.0245 -2.6235 0.1 0.0 0.0 -0.18
H 2.3644 6.2330 0.7196 0.0 0.0 0.0 0.06
H 2.7619 4.5585 1.1014 0.0 0.0 0.0 0.04
H 1.5614 5.4333 2.0662 0.0 0.0 0.0 0.01
H 1.8872 5.3211 -2.1651 0.0 0.0 0.0 0.06
H 0.7365 4.0560 -2.5694 0.0 0.0 0.0 0.02
H 2.2580 3.6497 -1.7349 0.0 0.0 0.0 0.03
H -0.7712 6.6981 0.2832 0.0 0.0 0.0 0.04
H -1.7820 5.3166 -0.1274 0.0 0.0 0.0 0.02
H -0.9120 6.1622 -1.3904 0.0 0.0 0.0 0.05
H -0.2963 6.1403 2.6663 0.0 0.0 0.0 0.02
H -1.3541 5.9054 4.0499 0.0 0.0 0.0 0.06
H -2.0404 5.9426 2.4330 0.0 0.0 0.0 0.04
H 1.3024 3.6550 3.7482 0.0 0.0 0.0 0.04
H 0.5648 2.0630 3.9009 0.0 -0.1 0.0 0.01
H 0.1948 3.3275 5.0797 0.0 0.0 0.0 0.05
H -3.5030 3.6175 2.9453 0.0 0.0 0.0 0.03
H -2.9009 3.3230 4.5707 0.0 0.0 0.0 0.06
H -2.8497 2.0365 3.3578 -0.1 0.1 0.0 -0.03
H -0.3728 -1.4927 -3.9841 0.0 0.0 0.0 0.05
H -1.5040 -0.4600 -4.8421 0.0 0.0 0.0 0.06
H -1.9681 -1.1356 -3.2872 0.0 0.0 0.0 0.00
H 1.6801 2.0541 -3.4959 0.0 0.0 0.0 0.03
H 0.4358 2.4136 -4.6950 0.0 0.0 0.0 0.06
H 1.3389 0.8912 -4.7670 0.0 0.0 0.0 0.05
H -2.4852 1.6758 -1.8956 0.0 0.0 0.0 -0.04
H -2.3016 2.2263 -3.5516 0.0 0.0 0.0 0.06
H -1.3471 2.9763 -2.2820 0.0 0.0 0.0 0.01
Cl -4.3816 2.5658 0.2397 0.0 0.0 0.0 0.54
C -5.3342 2.0431 -1.0697 0.0 0.0 0.0 -0.44
Cl -2.6070 -0.9249 -0.6273 -0.1 -0.1 -0.1 0.18
H -5.7960 2.7995 -1.6800 0.0 0.0 0.0 0.01
H -5.5631 0.9927 -1.1277 0.0 0.0 0.0 0.00
C -2.2019 -2.6148 2.3691 0.0 0.0 0.0 -0.25
As -2.3048 -0.6918 2.3819 0.0 0.1 0.1 1.07
C -4.1955 -0.3455 2.3766 0.0 0.0 0.1 -0.25
C -1.5565 -0.1854 4.1185 0.0 -0.1 0.1 -0.28
C -2.3875 -0.7679 5.2273 0.0 0.0 0.0 -0.32
C -2.1048 -2.0345 5.7310 0.0 0.0 0.0 -0.06
C -2.8873 -2.5785 6.7387 0.0 0.0 0.0 -0.05
C -3.9593 -1.8606 7.2497 0.0 0.0 0.0 -0.06
C -4.2431 -0.5941 6.7572 0.0 0.0 0.0 -0.05
C -3.4610 -0.0502 5.7497 0.0 0.0 0.0 -0.06
H -2.8369 -2.9938 3.1688 0.0 0.0 0.0 0.05
H -1.1739 -2.9310 2.5243 0.0 0.0 0.0 0.03
H -2.5627 -2.9717 1.4075 0.0 0.0 0.0 0.02
H -4.6013 -0.6921 3.3264 0.0 0.0 0.0 0.05
H -4.6191 -0.9250 1.5584 0.0 0.0 0.0 0.03
H -4.4145 0.7059 2.2248 0.0 0.0 0.0 -0.02
H -1.5112 0.8973 4.1658 0.1 0.0 0.0 0.03
H -0.5382 -0.5781 4.1308 0.0 0.0 0.0 0.08
H -1.2572 -2.5927 5.3482 0.0 0.0 0.0 0.11
H -2.6545 -3.5586 7.1323 0.0 0.0 0.0 0.12
H -4.5667 -2.2830 8.0384 0.0 0.0 0.0 0.12
H -5.0695 -0.0270 7.1641 0.0 0.0 0.0 0.12
H -3.6807 0.9430 5.3741 0.0 0.0 0.0 0.10
```
Forces are in eV/Å.

Output
**2S+1**: 5
**HOMO (spin up / spin down)**: -13.087 / -13.847 eV
**Gap between HOMO and LUMO (spin up / spin down)**: 6.23 / 6.23 eV
**Energy relative to the best compared isomer or geometry (same formula, charge and spin)**: 0.0 kJ/mol
**Total charge**: +2


# 2
# C27H50F2N2O4

3 unconnected molecules or ions with the total composition C27H50F2N2O4 at a distorted geometry (ωB97M-V/def2-TZVPD, OMol25).

```
85
Properties=species:S:1:pos:R:3:forces:R:3:lowdin_charge:R:1
O 0.8717 0.3773 0.9401 -3.0 0.0 -2.0 0.09
C -0.0487 0.1097 0.1609 2.5 -0.8 1.6 -0.35
O 0.2048 -0.9846 -0.7033 -1.4 0.7 0.2 -0.04
C -1.0983 -1.4874 -1.1584 -0.5 1.4 1.2 -0.13
C -1.8684 -0.0824 -1.4041 0.8 -2.3 -0.5 -0.11
C -1.4682 0.8011 -0.1059 -0.1 -1.1 -2.4 -0.28
C -1.1172 2.2930 -0.5791 -0.7 0.3 -0.6 -0.09
C -2.0191 2.8117 -1.8043 0.7 0.9 0.8 -0.15
F -1.3269 2.6375 -3.0690 -1.1 -0.1 1.7 -0.11
C -2.6849 0.5571 0.9045 -0.1 0.7 0.8 -0.12
C -3.0074 1.7951 1.8787 0.0 -0.8 0.3 -0.18
C -1.9221 2.0373 3.0174 -1.2 1.1 0.3 -0.18
F -0.6102 2.3204 2.5350 -1.6 -0.6 0.4 -0.08
H -1.0978 -2.1655 -2.0677 0.5 1.0 1.2 0.13
H -1.4663 -2.0391 -0.2341 -0.2 0.4 -1.4 0.12
H -2.9509 -0.3955 -1.5335 1.1 1.1 0.2 0.12
H -1.4059 0.2439 -2.4009 -0.9 0.1 1.5 0.13
H -1.2362 3.0754 0.2449 0.4 -1.3 -1.0 0.12
H -0.0454 2.2872 -0.9532 -1.3 0.2 0.6 0.12
H -3.0450 2.3244 -1.8067 1.4 0.5 -0.4 0.12
H -2.1346 3.9476 -1.6845 0.1 -1.7 -0.3 0.13
H -2.5010 -0.3935 1.5233 -0.2 1.4 -0.8 0.13
H -3.6579 0.3574 0.3302 1.6 0.3 0.6 0.12
H -3.9779 1.5057 2.4267 1.4 0.5 -0.6 0.12
H -3.2765 2.7537 1.3060 0.7 -1.4 0.7 0.12
H -1.9250 1.1737 3.7584 0.4 0.9 -1.2 0.12
H -2.2587 2.9744 3.5922 0.6 -1.3 -0.7 0.12
C -0.7182 -8.2736 0.3049 0.0 -0.2 0.3 -0.04
C -1.2899 -6.8547 0.0776 1.4 -1.3 -0.9 -0.49
C -0.3286 -5.8162 0.6878 -0.2 0.2 0.3 -0.13
C -0.3723 -5.7936 2.2115 0.0 0.0 0.0 -0.18
C -1.8004 -5.5850 2.7032 0.3 0.2 -0.3 -0.14
C -2.8097 -6.5910 2.1117 -0.6 -1.0 1.8 -0.48
N -2.6744 -6.7508 0.6304 -0.4 4.1 -0.7 -0.05
O -3.2619 -5.6773 0.0534 0.5 -2.1 0.6 -0.03
C -2.6466 -7.9657 2.8010 0.3 -0.2 0.1 -0.04
C -4.2329 -6.1452 2.5338 0.0 0.3 -0.7 -0.05
C -1.2653 -6.7103 -1.4655 -0.6 0.4 0.1 -0.04
H 0.2132 -8.4063 -0.2534 -0.2 0.2 -0.1 0.09
H -0.4577 -8.4874 1.3389 -0.1 0.0 0.0 0.05
H -1.4162 -9.0416 -0.0410 0.0 0.1 0.1 0.09
H -0.5751 -4.8146 0.3155 -0.1 -0.1 0.0 0.12
H 0.6977 -6.0150 0.3628 -0.2 -0.2 -0.2 0.13
H 0.0439 -6.7178 2.6230 0.0 0.0 0.0 0.10
H 0.2630 -4.9836 2.5829 0.0 -0.1 0.0 0.12
H -1.8136 -5.6418 3.7971 -0.2 -0.1 -0.1 0.13
H -2.1044 -4.5623 2.4496 -0.1 -0.1 -0.1 0.12
H -3.2161 -8.7386 2.2770 0.1 0.1 0.0 0.09
H -3.0198 -7.9348 3.8286 0.0 0.2 -0.2 0.08
H -1.6125 -8.2944 2.8867 0.0 0.0 -0.1 0.06
H -4.4668 -5.1265 2.2167 0.1 -0.2 -0.2 0.07
H -4.3342 -6.1557 3.6228 0.3 -0.2 -0.1 0.08
H -4.9942 -6.8164 2.1256 0.1 0.1 0.0 0.09
H -1.9485 -7.4230 -1.9366 0.0 0.1 0.1 0.09
H -0.2633 -6.9060 -1.8567 0.0 -0.1 0.3 0.08
H -1.5332 -5.7056 -1.8008 -0.1 -0.1 0.2 0.07
C 4.6876 4.5037 -0.1304 0.3 0.1 -0.2 -0.04
C 3.2145 4.6894 -0.5630 1.2 -1.5 1.0 -0.48
C 3.0014 4.0249 -1.9373 -0.1 0.3 -0.3 -0.13
C 3.6330 4.8138 -3.0790 0.0 0.0 0.0 -0.18
C 3.1341 6.2547 -3.0751 -0.2 -0.4 0.0 -0.14
C 3.3104 6.9648 -1.7166 1.4 1.5 -0.6 -0.48
N 2.8443 6.1377 -0.5607 -3.8 -0.6 -1.6 -0.05
O 1.4936 6.2113 -0.5310 2.1 0.2 0.6 -0.03
C 4.7940 7.3523 -1.5151 0.3 -0.2 0.0 -0.04
C 2.5899 8.3349 -1.7957 -0.6 -0.3 0.3 -0.05
C 2.4309 3.8858 0.5053 -0.5 0.5 -0.2 -0.04
H 4.9060 3.4460 0.0436 -0.3 0.1 0.0 0.09
H 5.4133 4.8206 -0.8760 0.0 0.1 0.0 0.05
H 4.8962 5.0359 0.8023 -0.1 0.0 -0.1 0.09
H 1.9287 3.9162 -2.1382 0.0 0.1 0.1 0.12
H 3.4120 3.0100 -1.9324 0.0 0.1 0.3 0.13
H 4.7245 4.7860 -3.0096 0.0 0.0 0.0 0.10
H 3.3779 4.3424 -4.0332 0.0 0.0 0.1 0.11
H 3.6540 6.8152 -3.8599 0.0 0.2 0.2 0.12
H 2.0745 6.2513 -3.3571 0.0 0.1 0.2 0.12
H 4.9776 7.6866 -0.4900 -0.1 -0.1 -0.1 0.09
H 5.0762 8.1769 -2.1759 -0.2 -0.1 0.0 0.08
H 5.4930 6.5515 -1.7495 -0.1 0.0 0.1 0.06
H 1.5323 8.2406 -2.0516 0.1 -0.1 0.2 0.08
H 3.0362 8.9621 -2.5728 0.2 -0.3 0.1 0.08
H 2.6683 8.8774 -0.8489 0.0 -0.1 0.0 0.09
H 2.5445 4.3354 1.4961 0.0 0.0 -0.1 0.09
H 2.7991 2.8583 0.5665 0.2 0.2 -0.2 0.09
H 1.3640 3.8136 0.2828 0.1 0.2 0.0 0.06
```
Forces are in eV/Å.

Output
**2S+1**: 3
**HOMO (spin up / spin down)**: -8.701 / -9.345 eV
**Gap between HOMO and LUMO (spin up / spin down)**: 9.20 / 9.19 eV
**Total charge**: 0